92
Properties=species:S:1:pos:R:3:forces:R:3:mulliken_spin:R:1 method="wB97M-V/def2-TZVPD" homo_ev="-9.038 / -10.076" homo_lumo_gap_ev="4.53 / 5.54" s2=6.0206 spin_multiplicity=5 total_charge=+1 lumo_ev="-4.5 / -4.5" max_force_ev_per_a=2.6
Os 0.396749 0.142778 0.413354 -1.40 0.62 0.92 2.77
C 0.957716 3.426919 -2.342263 -0.02 -0.28 0.10 0.01
C 0.233039 3.045345 -1.046300 0.13 0.09 0.12 -0.07
C 0.695592 3.958584 0.087507 -0.02 -0.35 0.04 0.02
C -1.265626 3.096674 -1.243879 -0.26 -0.43 0.22 -0.03
C -1.797757 4.266089 -1.760428 -0.19 -0.08 -0.04 0.00
C -3.143991 4.368411 -2.060215 0.06 -0.06 -0.02 0.01
C -3.936401 3.243815 -1.957425 0.19 0.21 0.07 0.00
C -3.463438 2.035823 -1.454843 0.42 0.06 -0.12 0.00
C -4.449643 0.888656 -1.671647 -0.13 -0.20 0.22 0.00
C -5.568835 0.834950 -0.617577 0.03 0.03 -0.23 0.00
C -3.859677 -0.497994 -1.905599 -0.07 0.14 -0.04 0.00
C -2.129211 2.008342 -0.949427 -0.25 1.24 -0.81 0.00
N -1.666433 0.981248 -0.129200 0.94 -1.33 0.76 0.07
C -2.555244 0.409640 0.660481 0.14 -0.37 0.21 -0.07
C -2.282313 -0.751425 1.381056 -0.45 -0.14 0.27 0.04
C -3.123999 -1.511059 2.237319 0.29 0.50 -0.35 0.02
C -2.373058 -2.578165 2.657768 0.44 -0.08 -0.11 -0.01
C -1.084005 -2.455746 2.060752 -0.50 -0.02 0.24 0.09
N -1.049895 -1.365394 1.294573 0.29 0.58 -0.48 0.02
C 0.067232 -3.413544 2.181850 0.30 0.03 -0.11 -0.03
C 1.251953 -2.727952 2.877814 -0.19 -0.13 -0.13 0.07
C -0.318417 -4.662407 2.978279 0.02 0.23 -0.17 0.01
C 0.475780 -3.818551 0.759733 -0.03 0.01 0.19 0.00
H 1.997861 3.113278 -2.297422 0.16 -0.01 0.01 0.00
H 0.951347 4.505128 -2.484402 -0.05 0.08 -0.04 0.00
H 0.492686 2.962670 -3.207644 -0.02 -0.04 -0.14 0.00
H 0.538414 1.997099 -0.790956 -0.10 0.50 -0.20 0.09
H 0.290934 4.960700 -0.036978 -0.03 0.06 0.00 0.00
H 1.780113 4.026237 0.092242 0.19 0.03 0.06 0.00
H 0.374579 3.556310 1.044451 -0.02 0.10 0.14 0.00
H -1.153430 5.114008 -1.925685 0.12 0.12 -0.05 0.00
H -3.554443 5.289975 -2.441727 -0.03 0.11 -0.02 0.00
H -4.962540 3.294105 -2.292179 -0.10 -0.04 -0.08 0.00
H -4.938712 1.151890 -2.618098 0.10 0.02 0.17 0.00
H -5.313189 0.172509 0.205135 -0.03 -0.07 0.15 0.00
H -6.477963 0.450606 -1.072414 -0.12 -0.09 0.02 0.00
H -5.781836 1.825795 -0.224605 -0.07 0.07 0.07 0.00
H -3.337570 -0.891365 -1.039140 0.02 -0.16 -0.01 0.00
H -3.184709 -0.485444 -2.756651 0.10 -0.03 -0.15 0.00
H -4.667251 -1.184961 -2.143639 -0.10 -0.12 -0.03 0.00
H -3.541012 0.852353 0.757602 0.08 0.03 -0.03 0.00
H -4.141960 -1.279002 2.489923 -0.18 0.02 0.02 0.00
H -2.684765 -3.372755 3.306325 -0.07 -0.15 0.10 0.00
H 0.960831 -2.369986 3.862047 0.01 0.12 0.08 0.00
H 1.609553 -1.884663 2.286813 0.04 0.10 0.03 -0.03
H 2.066202 -3.437814 2.999508 0.16 -0.10 0.00 0.00
H -0.525719 -4.415286 4.016606 -0.08 0.00 0.11 0.00
H 0.505282 -5.371873 2.959105 0.10 -0.07 0.02 0.00
H -1.189217 -5.147724 2.545016 -0.11 -0.07 0.00 0.00
H 0.661935 -2.933315 0.156087 0.00 0.04 -0.08 0.01
H -0.318393 -4.391428 0.289090 -0.09 -0.07 -0.14 0.00
H 1.377720 -4.422639 0.777594 0.19 -0.17 0.01 0.00
O 2.816684 -4.302576 -4.577139 0.20 0.09 0.24 0.00
N 3.530994 -4.161954 -3.599339 0.65 -1.25 -0.95 0.00
O 4.532999 -4.820563 -3.387033 -0.29 0.08 -0.15 0.00
C 3.204286 -3.161010 -2.630345 0.87 1.16 2.11 0.00
C 4.155113 -2.924047 -1.653226 -0.65 -0.90 -1.55 0.00
C 3.984687 -1.934728 -0.680329 -0.67 1.20 0.92 -0.02
C 4.973497 -1.613771 0.281779 -0.48 -0.04 -0.41 0.04
C 4.750822 -0.563825 1.133066 -0.06 0.05 -0.09 0.00
C 3.537584 0.129839 1.077685 -0.14 -0.07 -0.18 0.05
N 2.547660 -0.206984 0.248712 -0.02 0.10 0.25 0.06
C 2.775031 -1.195898 -0.648747 0.80 -0.67 -0.30 -0.02
C 1.760241 -1.477698 -1.617388 0.21 -0.38 -0.49 0.02
N 0.615269 -0.764642 -1.502849 -0.10 -0.67 -0.98 0.01
C -0.321974 -0.912483 -2.435663 0.09 0.30 0.46 0.02
C -0.208589 -1.832403 -3.464937 0.49 -0.29 -0.12 0.00
C 0.922976 -2.614579 -3.565723 -0.48 0.24 -0.01 0.02
C 1.971367 -2.436367 -2.641372 -0.42 0.33 0.13 -0.01
H 5.063903 -3.507346 -1.657921 0.01 -0.02 -0.08 0.00
H 5.888375 -2.184577 0.301180 0.15 -0.03 0.06 0.00
H 5.497711 -0.258478 1.848544 0.02 0.05 0.06 0.00
H 3.371079 0.985264 1.714337 -0.24 -0.01 0.15 0.00
H -1.188352 -0.275155 -2.342215 -0.06 -0.04 0.12 0.01
H -1.012691 -1.933990 -4.175002 -0.07 -0.01 -0.08 0.00
H 1.008465 -3.348168 -4.348319 -0.02 0.05 0.03 0.00
C 0.867208 2.548468 3.986035 -0.24 -0.10 -0.14 0.06
C -0.112146 1.514368 3.396117 -0.26 0.07 0.54 0.05
C -0.404885 0.454600 4.480621 -0.12 0.26 -0.14 0.12
C -1.412906 2.223516 3.027443 0.24 -0.13 -0.03 0.04
C 0.592970 0.814457 2.286194 0.93 0.11 -0.32 0.54
H 0.402471 3.060405 4.824617 -0.05 0.10 0.14 0.01
H 1.137321 3.285993 3.234606 0.07 0.14 -0.05 -0.02
H 1.772425 2.067414 4.345682 0.18 -0.09 0.04 0.00
H -0.831425 0.933859 5.357716 -0.10 0.05 0.20 0.01
H 0.505205 -0.059883 4.780928 0.12 -0.04 0.04 0.00
H -1.115380 -0.278998 4.108789 -0.10 -0.16 -0.03 -0.03
H -1.810587 2.743605 3.895492 -0.04 0.08 0.09 0.00
H -2.150950 1.501890 2.699348 -0.16 0.00 0.04 -0.01
H -1.253919 2.949560 2.235061 -0.05 0.13 -0.12 -0.01
H 1.508755 0.398773 2.734139 -0.04 -0.19 -0.15 0.08